[1]
94
Properties=species:S:1:pos:R:3:lowdin_spin:R:1 method="wB97M-V/def2-TZVPD" multiplicity=6 total_charge=-2 s2=8.780 largest_force_ev_per_a=1.3 homo_energy_ev="0.41 / -1.52"
Ru 1.399 0.559 -0.146 3.390
O 0.958 4.861 -1.204 0.006
C 1.158 3.634 -1.132 0.002
O 1.288 2.977 -0.057 0.073
C 1.241 2.840 -2.426 0.016
C 1.428 3.510 -3.630 0.164
C 1.551 2.749 -4.809 0.047
C 1.429 1.392 -4.737 0.084
C 1.177 0.770 -3.479 0.145
N 1.136 1.520 -2.323 0.228
C 0.896 -0.610 -3.451 0.178
O 0.841 -1.396 -4.402 0.190
O 0.613 -1.128 -2.152 0.060
H 1.468 4.589 -3.626 0.012
H 1.736 3.242 -5.758 0.000
H 1.481 0.752 -5.607 0.007
C 1.668 -2.849 1.662 0.003
C 1.710 -1.487 2.372 0.012
C 1.212 -1.666 3.819 0.004
O 0.957 -0.530 1.730 0.140
H 2.438 -3.530 2.040 0.000
H 1.816 -2.698 0.595 0.002
H 0.683 -3.302 1.807 0.000
H 2.776 -1.184 2.436 0.001
H 0.170 -2.001 3.799 0.000
H 1.257 -0.711 4.349 0.000
H 1.819 -2.402 4.359 0.001
C 6.045 1.819 2.876 -0.003
C 4.917 2.517 2.409 0.006
C 4.099 1.960 1.457 0.003
C 4.359 0.675 0.919 0.022
C 3.506 0.112 -0.084 0.070
C 3.817 -1.173 -0.509 0.044
C 4.910 -1.899 0.002 0.003
C 5.751 -1.336 0.927 0.024
C 5.502 -0.033 1.408 0.003
C 6.328 0.571 2.386 0.006
H 6.689 2.267 3.625 0.000
H 4.698 3.504 2.800 0.001
H 3.227 2.494 1.096 0.003
H 3.209 -1.637 -1.282 0.007
H 5.106 -2.909 -0.347 0.000
H 6.606 -1.886 1.309 0.002
H 7.178 0.011 2.767 0.001
C -1.836 -4.996 -1.104 0.000
C -1.870 -3.473 -1.115 0.000
C -2.483 -2.965 0.193 0.000
O -0.529 -2.997 -1.169 0.001
B -0.480 -1.902 -2.011 0.008
O -1.695 -1.712 -2.656 0.001
C -2.528 -2.831 -2.389 0.000
C -2.470 -3.748 -3.614 0.000
C -3.957 -2.344 -2.185 0.000
H -1.345 -5.322 -0.186 0.000
H -1.261 -5.385 -1.943 0.000
H -2.846 -5.413 -1.131 0.000
H -1.896 -3.363 1.019 0.000
H -3.523 -3.278 0.303 0.000
H -2.404 -1.879 0.236 0.000
H -1.437 -4.032 -3.815 0.000
H -2.831 -3.191 -4.479 0.000
H -3.086 -4.639 -3.474 0.000
H -3.998 -1.583 -1.407 0.000
H -4.614 -3.176 -1.921 0.000
H -4.307 -1.894 -3.115 0.000
C -0.324 2.251 2.805 0.000
N -1.685 1.790 2.464 0.000
C -2.029 0.615 3.262 0.000
P -1.971 1.655 0.805 0.004
O -1.115 0.840 -0.082 0.028
N -3.507 0.963 0.739 0.002
C -3.768 -0.235 -0.021 0.000
C -4.645 1.609 1.335 0.000
N -2.252 3.231 0.339 0.000
C -2.003 4.423 1.132 0.000
C -2.261 3.468 -1.103 0.000
H 0.422 1.479 2.603 0.001
H -0.302 2.500 3.871 0.000
H -0.055 3.128 2.222 0.000
H -1.227 -0.127 3.239 0.000
H -2.949 0.160 2.895 0.000
H -2.196 0.934 4.297 0.000
H -2.841 -0.535 -0.506 0.000
H -4.527 -0.060 -0.796 0.000
H -4.121 -1.054 0.622 0.000
H -4.310 2.499 1.866 0.000
H -5.154 0.945 2.049 0.000
H -5.380 1.908 0.574 0.000
H -2.026 4.169 2.189 0.000
H -2.802 5.148 0.930 0.000
H -1.041 4.878 0.875 0.000
H -2.107 2.529 -1.635 0.000
H -1.463 4.155 -1.389 0.000
H -3.224 3.899 -1.410 0.000

=====

[2]
9
Properties=species:S:1:pos:R:3:lowdin_charge:R:1 method="wB97M-V/def2-TZVPD" total_charge=0 largest_force_ev_per_a=2.8 homo_energy_ev="-8.95 / -9.01"
C 1.221 0.763 -0.478 -0.377
C 0.231 -0.315 -2.360 -0.743
N -0.140 0.357 -0.191 0.048
O -0.603 -0.410 -1.232 -0.102
F 2.062 0.590 0.524 0.138
F 1.391 1.943 -1.061 0.080
F 0.261 -1.405 -3.090 0.008
Br 0.080 1.046 -3.682 0.780
H -0.327 -0.224 0.662 0.169

=====

[3]
17
Properties=species:S:1:pos:R:3:lowdin_charge:R:1 method="wB97M-V/def2-TZVPD" smiles="C=C/C=C/CC=C" total_charge=0 largest_force_ev_per_a=5.1 homo_energy_ev=-8.61
C 2.954 -1.336 -1.392 -0.003
C 1.648 -1.273 -1.083 -0.175
C 0.968 -0.154 -0.350 -0.126
C -0.298 0.211 -0.463 -0.113
C -0.851 1.441 0.316 -0.228
C -1.516 0.947 1.512 -0.184
C -2.497 -0.056 1.447 0.010
H 3.572 -0.394 -1.318 0.074
H 3.449 -2.251 -1.662 0.042
H 1.031 -2.015 -1.401 0.057
H 1.647 0.573 0.048 0.098
H -1.155 -0.420 -0.996 0.144
H -1.702 1.938 -0.232 0.128
H -0.012 2.133 0.374 0.104
H -1.335 1.325 2.467 0.070
H -3.041 -0.301 2.330 0.028
H -2.862 -0.368 0.403 0.076

=====

[4]
15
Properties=species:S:1:pos:R:3:lowdin_charge:R:1 method="wB97M-V/def2-TZVPD" total_charge=0 largest_force_ev_per_a=4.0 homo_energy_ev=-8.44
H -2.235 2.390 -0.417 0.082
N -1.889 1.448 -0.295 0.040
N -2.527 0.696 0.387 0.078
C -1.747 -0.669 0.376 -0.441
O -2.272 -1.626 0.867 0.102
N -0.551 -0.587 -0.321 0.070
C 0.463 -1.482 -0.075 -0.102
C 1.752 -1.083 -0.055 -0.169
N 2.127 0.178 -0.418 -0.023
C 1.657 1.251 0.022 -0.055
H -0.363 0.337 -0.495 0.022
H 0.259 -2.441 0.238 0.091
H 2.544 -1.953 -0.012 0.143
H 0.767 1.380 0.679 0.084
H 2.016 2.161 -0.480 0.078

=====

[5]
33
Properties=species:S:1:pos:R:3:lowdin_charge:R:1 method="wB97M-V/def2-TZVPD" smiles="CCOCOC(=O)OCCC(F)(F)C(F)(F)S(F)(F)(F)(F)F" total_charge=0 largest_force_ev_per_a=3.7 homo_energy_ev=-10.49
C 4.856 -1.621 1.020 -0.064
C 3.740 -0.606 0.651 -0.239
O 3.169 -0.996 -0.603 -0.083
C 1.779 -0.888 -0.658 -0.213
O 1.372 -0.160 -1.822 0.081
C 1.466 1.188 -1.687 -0.608
O 1.769 1.817 -2.608 0.221
O 1.200 1.794 -0.493 -0.004
C -0.226 2.104 -0.363 -0.087
C -0.858 0.983 0.471 -0.050
C -2.363 1.222 0.748 -0.454
F -2.404 1.782 1.997 0.105
F -2.901 2.143 -0.060 0.134
C -3.199 -0.084 0.873 -0.483
F -4.231 0.136 1.670 0.147
F -2.447 -0.957 1.520 0.152
S -3.871 -0.796 -0.726 0.795
F -2.909 -2.078 -0.573 -0.148
F -4.957 -1.614 0.116 -0.131
F -4.864 0.409 -0.910 -0.102
F -2.732 -0.127 -1.611 -0.122
F -4.472 -1.435 -2.040 -0.111
H 4.403 -2.326 1.737 0.070
H 5.180 -2.213 0.159 0.077
H 5.686 -1.149 1.557 0.072
H 3.029 -0.608 1.489 0.115
H 4.152 0.411 0.543 0.121
H 1.320 -0.485 0.251 0.110
H 1.373 -1.905 -0.794 0.149
H -0.619 2.157 -1.384 0.145
H -0.258 3.056 0.174 0.145
H -0.382 0.812 1.441 0.144
H -0.803 0.035 -0.087 0.114

=====

[6]
105
Properties=species:S:1:pos:R:3:lowdin_spin:R:1 method="wB97M-V/def2-TZVPD" multiplicity=2 total_charge=0 s2=0.753 largest_force_ev_per_a=0.9 homo_energy_ev="-6.69 / -6.62"
Cu -0.431 -0.050 0.268 0.665
C 1.438 -0.497 -3.047 0.000
C -0.031 -0.872 -2.806 0.001
N -0.274 -1.472 -1.493 0.043
C 0.501 -2.658 -1.129 0.004
C 1.133 -2.512 0.282 0.003
N 1.364 -1.117 0.646 0.035
C 2.679 -0.548 0.363 0.004
C 3.026 -0.544 -1.123 0.000
N 2.034 0.174 -1.907 0.000
H 1.457 0.151 -3.926 0.000
H 2.005 -1.394 -3.313 0.000
H -0.356 -1.529 -3.624 0.001
H -0.635 0.037 -2.838 0.000
H -1.270 -1.660 -1.422 0.000
H 1.286 -2.817 -1.867 0.000
H -0.126 -3.552 -1.134 0.001
H 2.056 -3.101 0.326 0.001
H 0.445 -2.928 1.020 0.000
H 1.163 -0.978 1.637 -0.001
H 3.466 -1.089 0.907 0.002
H 2.665 0.483 0.723 0.000
H 3.103 -1.576 -1.473 0.000
H 4.021 -0.101 -1.226 0.000
H 2.333 1.110 -2.125 0.000
C 0.949 -1.579 4.618 0.000
C -0.568 -1.352 4.647 0.003
C -1.251 -2.556 3.988 0.000
C -1.026 -1.266 6.106 0.001
Si -0.953 0.267 3.680 0.006
O -0.428 0.073 2.195 0.067
C -2.797 0.704 3.834 0.000
C -3.219 1.965 4.266 0.000
C -4.564 2.304 4.318 0.000
C -5.528 1.382 3.933 0.000
C -5.134 0.130 3.486 0.000
C -3.786 -0.197 3.435 0.000
C 0.000 1.657 4.556 0.001
C 1.078 2.278 3.928 0.000
C 1.796 3.293 4.546 0.000
C 1.447 3.710 5.822 0.000
C 0.378 3.106 6.470 0.000
C -0.334 2.095 5.842 0.000
H 1.221 -2.443 5.234 0.000
H 1.491 -0.708 4.996 0.000
H 1.294 -1.777 3.599 0.000
H -0.855 -3.494 4.395 0.000
H -1.085 -2.559 2.905 0.000
H -2.327 -2.545 4.168 0.000
H -0.884 -2.227 6.613 0.000
H -2.086 -1.005 6.170 0.000
H -0.452 -0.517 6.653 0.000
H -2.486 2.709 4.550 0.000
H -4.862 3.289 4.657 0.000
H -6.578 1.645 3.969 0.000
H -5.879 -0.591 3.173 0.000
H -3.502 -1.170 3.049 0.000
H 1.351 1.958 2.926 0.000
H 2.631 3.761 4.037 0.000
H 1.999 4.505 6.307 0.000
H 0.099 3.424 7.468 0.000
H -1.177 1.649 6.356 0.000
C -3.859 -3.587 1.156 0.000
C -4.127 -2.169 0.720 0.000
C -5.426 -1.713 0.523 0.007
C -5.641 -0.388 0.161 0.000
C -7.043 0.136 -0.004 0.000
C -4.569 0.468 -0.047 0.009
C -3.229 0.036 0.065 0.009
C -3.068 -1.309 0.499 0.006
N -2.110 0.764 -0.248 0.113
C -2.097 2.223 -0.342 0.011
C -2.669 2.912 0.906 0.000
C -2.583 4.432 0.769 0.000
C -1.114 4.844 0.661 0.000
C -0.500 4.182 -0.575 0.000
C -1.239 4.666 -1.824 0.000
C -2.707 4.246 -1.726 0.002
C -3.347 4.875 -0.484 0.000
C -2.798 2.719 -1.626 0.006
C -0.623 2.660 -0.458 0.002
H -4.756 -4.044 1.574 0.000
H -3.069 -3.619 1.908 0.000
H -3.539 -4.197 0.307 0.000
H -6.264 -2.385 0.673 0.000
H -7.768 -0.677 -0.009 0.000
H -7.140 0.692 -0.937 0.000
H -7.298 0.813 0.815 0.000
H -4.798 1.487 -0.318 0.000
H -2.069 -1.657 0.747 0.000
H -2.085 2.576 1.762 0.000
H -3.702 2.612 1.083 0.000
H -3.030 4.896 1.653 0.000
H -0.576 4.531 1.561 0.000
H -1.033 5.932 0.576 0.000
H 0.559 4.452 -0.648 0.000
H -0.788 4.228 -2.721 0.000
H -1.161 5.754 -1.908 0.000
H -3.241 4.575 -2.622 0.000
H -4.392 4.560 -0.408 0.000
H -3.327 5.966 -0.569 0.000
H -2.305 2.253 -2.486 0.000
H -3.842 2.414 -1.644 0.000
H -0.087 2.321 0.439 0.000
H -0.170 2.173 -1.332 0.000

=====

[7]
11
Properties=species:S:1:pos:R:3:lowdin_charge:R:1 method="wB97M-V/def2-TZVPD" total_charge=-1 largest_force_ev_per_a=2.3 homo_energy_ev=-5.01
Cu 0.003 0.219 0.408 0.162
S -1.304 -1.754 -0.551 0.733
C -2.765 -0.657 -0.036 -0.366
C -3.918 -1.368 0.255 -0.290
N -4.837 -2.011 0.525 0.159
C -2.753 0.704 -0.081 -0.729
S -1.389 1.754 -0.401 0.573
C -3.945 1.415 0.182 -0.308
N -4.897 2.010 0.427 0.158
O -0.302 -1.532 0.626 -0.609
O -1.845 -3.102 -0.470 -0.483

=====

[8]
14
Properties=species:S:1:pos:R:3:lowdin_charge:R:1 method="wB97M-V/def2-TZVPD" smiles="C=N.CCS" total_charge=0 largest_force_ev_per_a=0.5 homo_energy_ev=-9.07
C 0.682 -2.106 1.259 -0.141
N 1.598 -1.465 1.850 0.013
H -0.197 -1.531 0.982 0.018
H 0.761 -3.167 1.029 0.065
H 2.379 -2.083 2.072 0.032
C 0.462 1.192 -1.142 -0.187
C -0.863 1.369 -0.414 -0.612
S -1.984 -0.018 -0.816 0.667
H 0.331 1.324 -2.212 0.066
H 0.861 0.195 -0.957 0.051
H 1.178 1.934 -0.795 0.072
H -0.714 1.408 0.659 0.057
H -1.363 2.282 -0.721 0.060
H -3.132 0.666 -0.794 -0.161